C21H18MoN5O9S4 | the ωB97M-V functional and the def2-TZVPD basis

Calculated values
Molar mass ... 708.6 g mol⁻¹
ΔE to the lowest compared entry with this formula, charge and spin ... 0.0 kcal per mole

The geometry in ORCA input format:
```
! wB97M-V def2-TZVPD RIJCOSX def2/J DEFGRID3
* xyz 1 3
Mo -0.38510 0.04822 0.03649
C 2.20380 0.81458 3.53436
C 1.12835 0.83389 2.50926
N 1.26489 0.28759 1.35242
N 2.44722 -0.36604 1.06001
C 2.72982 -0.44976 -0.27173
N 3.81587 -1.11362 -0.62503
S 1.72568 0.33921 -1.36563
C -0.18194 1.47966 2.70341
C -0.55114 2.15624 3.84668
C -1.81316 2.74191 3.89079
C -2.64954 2.62455 2.80115
C -2.21410 1.91856 1.68890
N -1.00764 1.36499 1.64259
H 2.32984 -0.19468 3.93492
H 1.98934 1.47530 4.36592
H 3.14724 1.11562 3.07537
H 2.70441 -1.11752 1.68806
H 4.35300 -1.64936 0.03846
H 3.94582 -1.32784 -1.60155
H 0.11618 2.23142 4.69063
H -2.13039 3.27764 4.77478
H -3.63693 3.06233 2.79499
H -2.84198 1.77770 0.82026
O -2.38561 -0.67807 0.40259
S -2.01886 -1.84212 1.29324
O -2.81645 -1.95610 2.46252
O -0.56025 -1.56757 1.51872
C -2.13529 -3.36625 0.39590
C -3.19691 -4.17264 0.77359
C -3.39361 -5.40592 0.16251
C -2.52526 -5.83429 -0.81936
C -1.45702 -5.02958 -1.20421
C -1.24997 -3.80235 -0.60564
S 0.12663 -2.85946 -1.22620
O 1.19444 -2.85491 -0.25394
O 0.43105 -3.31611 -2.53988
O -0.53471 -1.48145 -1.28097
H -3.86532 -3.83931 1.55376
H -4.22916 -6.02273 0.46302
H -2.67336 -6.79087 -1.30157
H -0.78545 -5.34234 -1.99173
O -0.46293 3.40038 -0.17193
C -0.94820 2.85497 -1.14002
N -0.99006 1.47249 -1.31324
S -1.61112 1.03215 -2.83813
O -0.53758 0.54644 -3.64745
O -2.78932 0.24659 -2.65422
C -2.00492 2.68304 -3.27400
C -2.61539 3.11195 -4.43658
C -2.79825 4.48131 -4.57724
C -2.37554 5.37225 -3.59101
C -1.75969 4.91757 -2.43411
C -1.58426 3.55127 -2.29153
H -2.93360 2.41740 -5.20154
H -3.27338 4.86465 -5.47015
H -2.52898 6.43296 -3.73604
H -1.41870 5.59480 -1.66307
*
```

C5H8O2 | the ωB97M-V functional and the def2-TZVPD basis

Calculated values
Molar mass ... 100.1 g mol⁻¹
ΔE to the lowest compared entry with this formula, charge and spin ... 125.6 kcal per mole

The geometry in ORCA input format:
```
! wB97M-V def2-TZVPD RIJCOSX def2/J DEFGRID3
* xyz 0 1
O 1.65545 -0.96355 1.05197
C 1.45019 0.23426 0.43728
C 2.16099 0.74324 -0.56540
C -1.78214 0.89272 0.28311
C -1.73756 -0.61530 0.48702
C -1.26879 -0.59971 -0.91669
O -1.42014 0.70409 -1.04882
H 2.42184 -1.39246 0.64593
H 0.58467 0.74706 0.85982
H 1.88255 1.70550 -0.97862
H 3.01984 0.23326 -0.99736
H -2.67691 1.50775 0.39568
H -1.03603 -1.06135 1.19862
H -2.74619 -1.01534 0.63717
H -0.50776 -1.12017 -1.48971
*
```

C35H79N9O25S4 | the ωB97M-V functional and the def2-TZVPD basis

Calculated values
DFT total energy ... -5347.61807 hartree
Molar mass ... 1154.3 g mol⁻¹

The geometry in ORCA input format:
```
! wB97M-V def2-TZVPD RIJCOSX def2/J DEFGRID3
* xyz 0 1
C 2.49780 3.63881 -1.83168
C 2.84528 5.10110 -1.68784
O 2.75733 5.36223 -0.29656
S 3.34787 4.10117 0.50871
O 2.47664 3.80734 1.60820
O 4.74072 4.25013 0.74972
O 3.12384 3.05338 -0.69032
H 2.98282 3.21970 -2.71650
H 1.44415 3.36679 -1.91386
H 2.21302 5.72489 -2.32083
H 3.83771 5.33730 -2.08817
C 2.05200 -3.53342 2.83492
C 1.88582 -2.26349 3.67376
O 3.19400 -2.01998 4.19857
S 3.83369 -3.44876 4.56741
O 3.16864 -4.04430 5.68381
O 5.24792 -3.28352 4.57021
O 3.30794 -4.12152 3.19541
H 1.94768 -3.46211 1.75331
H 1.24572 -4.23419 3.07574
H 1.18671 -2.28979 4.51081
H 1.58872 -1.39002 3.09643
C -1.14647 1.12566 0.27412
C 0.37415 1.14627 0.21854
O 0.62498 0.52702 -1.05715
S -0.33783 -0.73068 -1.20563
O 0.14607 -1.87365 -0.49882
O -0.76174 -0.89275 -2.55994
O -1.55138 -0.12273 -0.32773
H -1.60047 1.87839 -0.37040
H -1.48588 1.29029 1.29387
H 0.90987 0.58832 0.98880
H 0.83049 2.13284 0.17115
C 2.18127 0.21567 -5.23578
C 0.85077 -0.35285 -5.74381
O -0.02697 0.81072 -5.71546
S 0.53124 1.99559 -4.77876
O -0.34145 2.28566 -3.69624
O 0.97476 3.07651 -5.60728
O 1.78841 1.15757 -4.25663
H 2.74332 0.69388 -6.04246
H 2.83656 -0.53852 -4.80617
H 0.44550 -1.09728 -5.06310
H 0.82309 -0.61652 -6.79622
C -3.18314 4.04317 -1.62773
C -4.47480 4.56363 -1.05627
O -4.80578 4.28386 0.09617
N -5.27472 5.24665 -1.89680
C -6.52868 5.86598 -1.51951
H -3.43345 3.10926 -2.14312
H -2.44126 3.81986 -0.87563
H -2.82530 4.72471 -2.40078
H -4.99546 5.30642 -2.86116
H -6.48681 6.95472 -1.48517
H -6.76409 5.51867 -0.51521
H -7.30810 5.54978 -2.21078
C -1.60617 -3.51210 -4.81700
C -0.77789 -4.58175 -5.48309
O 0.44797 -4.61138 -5.39909
N -1.44366 -5.52377 -6.19109
C -0.93137 -6.82349 -6.57832
H -2.04255 -3.82529 -3.87328
H -2.29013 -3.10682 -5.56350
H -0.88704 -2.73128 -4.57321
H -2.43300 -5.37928 -6.31104
H 0.06821 -6.98299 -6.19196
H -0.91724 -6.85857 -7.67200
H -1.59199 -7.63667 -6.27778
C -1.67219 -7.10042 2.57174
C -0.73403 -6.39066 1.62164
O 0.44420 -6.68513 1.53481
N -1.30751 -5.45652 0.81815
C -0.52745 -4.81620 -0.22671
H -2.63054 -7.32133 2.09222
H -1.91506 -6.55619 3.48391
H -1.22543 -8.06192 2.81321
H -2.22350 -5.14195 1.08333
H -0.13385 -5.67159 -0.79271
H 0.27330 -4.19641 0.15040
H -1.13089 -4.36655 -1.01351
C -3.30934 -2.04930 2.18689
C -2.47760 -2.70339 3.26073
O -1.31198 -3.00895 3.07783
N -3.08426 -2.97881 4.44805
C -2.43263 -3.62275 5.55845
H -4.29215 -1.71832 2.53336
H -3.43583 -2.70443 1.33033
H -2.80911 -1.11774 1.91805
H -4.06978 -2.82848 4.57219
H -3.08712 -4.39777 5.97273
H -2.34350 -2.94616 6.41901
H -1.44819 -4.04402 5.39508
C 0.11042 1.25766 3.96237
C 0.73076 2.00411 5.11200
O 0.20108 2.02813 6.21357
N 1.84521 2.68429 4.79984
C 2.49770 3.68310 5.63252
H -0.95096 1.05168 4.17681
H 0.42760 0.22643 3.82377
H -0.15514 1.82700 3.06756
H 2.25593 2.56753 3.88620
H 2.30801 4.66160 5.18372
H 3.57757 3.55320 5.65190
H 2.06156 3.63239 6.62549
C 5.20427 -4.65612 -4.10724
C 4.33823 -3.97096 -3.08165
O 4.79563 -3.58884 -2.00587
N 3.01135 -3.93301 -3.25349
C 2.18345 -3.44952 -2.16727
H 4.99735 -4.38440 -5.14416
H 5.23426 -5.73629 -3.99375
H 6.21328 -4.27242 -3.94305
H 2.45600 -4.34675 -3.98603
H 1.12249 -3.61646 -2.34224
H 2.33153 -2.43059 -1.81432
H 2.39761 -4.06283 -1.28235
C -4.03257 1.76403 4.51187
C -4.02764 2.35086 3.11410
O -3.01533 2.30069 2.42223
N -5.11039 3.03862 2.70704
C -6.31728 3.25613 3.49567
H -4.64497 2.32518 5.22200
H -3.03036 1.70135 4.92599
H -4.48486 0.76793 4.55714
H -5.01927 3.62283 1.87993
H -7.00132 3.85612 2.89732
H -6.13807 3.74997 4.44839
H -6.83381 2.29873 3.60159
C 4.13083 0.25045 -1.76114
C 4.25086 -0.11256 -0.28780
O 3.92819 0.69332 0.57409
N 4.72001 -1.34492 -0.03447
C 5.09281 -1.78423 1.29280
H 3.05571 0.35487 -1.94131
H 4.47175 -0.54955 -2.42298
H 4.59893 1.19422 -2.02089
H 5.09504 -1.88603 -0.80058
H 4.43360 -1.35692 2.04602
H 6.14797 -1.64597 1.51330
H 4.81421 -2.83899 1.37552
C -0.12305 7.99394 -1.82524
C -0.32764 6.63980 -1.20784
O -0.36984 5.63757 -1.91715
N -0.45646 6.60558 0.12918
C -0.53982 5.42693 0.95310
H 0.91482 8.06897 -2.15629
H -0.28459 8.81105 -1.11851
H -0.75670 8.15182 -2.69341
H -0.51511 7.48364 0.61196
H 0.14726 4.60767 0.76584
H -1.53681 4.99487 1.09649
H -0.35468 5.74355 1.98374
*
```

> The highest molar mass belongs to which entry?

C35H79N9O25S4